9
Properties=species:S:1:pos:R:3 method="wB97M-V/def2-TZVPD" multiplicity=6 homo_ev="-19.93 / -20.22" e_above_lowest_kcal_mol=110.8 s_squared=8.76 total_charge=+2 orbital_gap_ev="7.22 / 6.41"
C -1.744 0.230 -0.387
C -0.530 0.485 0.098
H -1.942 -0.680 -0.959
H -0.363 1.316 0.792
H -2.598 0.829 -0.062
O 0.508 -0.738 0.541
C 1.762 -0.630 0.759
O 2.627 -1.340 0.269
Fe 2.280 0.528 -1.051